(1)
DFT (wB97M-V/def2-TZVPD) results for a structure of composition C21H21F3NO5S2.

The geometry in XYZ format:
```
53
Properties=species:S:1:pos:R:3
O -1.642 3.725 -0.393
S -1.042 3.216 -1.597
O -0.907 4.107 -2.727
N -1.673 1.866 -2.147
S -1.848 0.560 -1.256
O -2.925 -0.223 -1.816
O -1.864 0.775 0.170
C -0.406 -0.453 -1.604
C 0.911 0.252 -1.530
C 1.573 0.393 -0.092
O 2.049 -0.451 -1.350
H 0.229 2.912 -1.252
H -0.375 -1.248 -0.865
H -0.481 -0.816 -2.633
H 1.041 1.128 -2.168
H 1.812 1.462 -0.346
H 2.474 0.300 0.505
F 2.166 2.517 -3.241
C 1.741 2.828 -4.492
C 0.512 2.365 -4.914
C 0.096 2.697 -6.194
C 0.902 3.469 -7.022
C 2.132 3.920 -6.566
C 2.561 3.603 -5.284
H -0.113 1.779 -4.252
H -0.870 2.357 -6.539
H 0.567 3.724 -8.019
H 2.763 4.523 -7.207
H 3.511 3.948 -4.899
F -0.879 -3.111 -0.081
C -0.523 -3.916 0.933
C -0.036 -5.180 0.667
C 0.319 -5.987 1.741
C 0.180 -5.529 3.045
C -0.312 -4.250 3.279
C -0.665 -3.432 2.218
H 0.057 -5.516 -0.356
H 0.707 -6.980 1.554
H 0.458 -6.164 3.875
H -0.427 -3.881 4.286
H -1.044 -2.429 2.366
F 0.307 -2.299 5.757
C -0.303 -1.094 5.648
C -1.563 -1.038 5.089
C -2.173 0.201 4.961
C -1.523 1.350 5.388
C -0.256 1.261 5.947
C 0.368 0.029 6.084
H -2.046 -1.945 4.752
H -3.158 0.267 4.518
H -2.001 2.314 5.276
H 0.256 2.157 6.272
H 1.356 -0.065 6.513
```

Values from the calculation:
- HOMO level (eV) = -6.2686
- energy relative to the best compared isomer or geometry (same formula, charge and spin) (kJ/mol) = 0.0
- net charge = -1
- gap between HOMO and LUMO (eV) = 8.91

(2)
DFT (wB97M-V/def2-TZVPD) results for a structure of composition C21H21I3N4O2.

The geometry in XYZ format:
```
51
Properties=species:S:1:pos:R:3
C 3.913 -2.312 -2.038
C 2.470 -2.133 -1.647
I 1.219 -3.502 -2.623
C 2.006 -1.211 -0.810
I 3.449 0.054 0.055
C 0.560 -0.968 -0.396
I -0.202 -2.688 0.702
C 0.455 0.077 0.635
N 0.312 0.926 1.396
C -0.386 -0.456 -1.570
C 0.409 -0.094 -2.752
N 0.992 0.217 -3.690
C -1.602 -1.316 -1.971
C -2.805 -0.999 -1.068
C -3.720 -2.195 -0.783
C -4.022 -3.015 -2.005
O -3.813 -4.188 -2.118
O -4.565 -2.280 -3.007
H 4.482 -2.746 -1.212
H 4.355 -1.350 -2.304
H 4.000 -2.960 -2.906
H -0.824 0.490 -1.231
H -1.854 -1.010 -2.990
H -1.378 -2.382 -2.020
H -3.386 -0.208 -1.540
H -2.462 -0.587 -0.115
H -3.320 -2.869 -0.027
H -4.676 -1.814 -0.409
H -5.019 -2.900 -3.594
N 5.599 1.143 4.374
C 4.457 0.842 3.761
C 3.422 0.135 4.354
C 3.583 -0.287 5.664
C 4.767 0.017 6.319
C 5.738 0.732 5.633
H 4.363 1.187 2.738
H 2.517 -0.074 3.799
H 2.801 -0.841 6.166
H 4.937 -0.291 7.341
H 6.675 0.989 6.115
N -2.480 2.223 -1.218
C -2.523 2.888 -2.372
C -3.002 4.183 -2.490
C -3.461 4.822 -1.349
C -3.420 4.143 -0.142
C -2.921 2.850 -0.129
H -2.155 2.356 -3.243
H -3.012 4.676 -3.452
H -3.841 5.834 -1.399
H -3.764 4.603 0.773
H -2.865 2.288 0.797
```

Values from the calculation:
- HOMO level (eV) = -9.0319
- energy relative to the best compared isomer or geometry (same formula, charge and spin) (kJ/mol) = 0.0
- gap between HOMO and LUMO (eV) = 8.33

(3)
DFT (wB97M-V/def2-TZVPD) results for the molecule C21H21N3O4.

The geometry in XYZ format:
```
49
Properties=species:S:1:pos:R:3
N -3.153 -1.298 -0.250
C -2.918 0.038 -0.207
N -1.948 0.635 -0.792
O -1.059 -0.233 -1.489
C 0.174 0.265 -1.668
O 0.570 1.307 -1.227
C 0.991 -0.735 -2.463
C 2.448 -0.289 -2.588
C 3.439 -1.459 -2.707
C 4.659 -1.305 -1.793
C 4.418 -1.835 -0.376
N 3.310 -1.188 0.291
C 2.088 -1.798 0.510
O 1.806 -2.927 0.185
C 1.251 -0.782 1.189
C -0.055 -0.840 1.626
C -0.600 0.309 2.189
C 0.144 1.472 2.300
C 1.467 1.527 1.871
C 2.008 0.385 1.323
C 3.357 0.119 0.768
O 4.330 0.827 0.726
C -3.849 0.903 0.536
C -3.409 2.146 0.988
C -4.258 2.968 1.703
C -5.556 2.562 1.975
C -6.004 1.336 1.516
C -5.158 0.507 0.800
H -3.788 -1.726 0.398
H -2.456 -1.878 -0.685
H 0.919 -1.693 -1.944
H 0.522 -0.864 -3.440
H 2.687 0.316 -1.713
H 2.549 0.373 -3.449
H 2.939 -2.398 -2.459
H 3.779 -1.542 -3.740
H 5.499 -1.869 -2.203
H 4.955 -0.256 -1.741
H 4.180 -2.901 -0.407
H 5.316 -1.677 0.228
H -0.629 -1.749 1.527
H -1.624 0.300 2.535
H -0.313 2.353 2.725
H 2.049 2.431 1.951
H -2.398 2.443 0.758
H -3.910 3.929 2.051
H -6.218 3.204 2.536
H -7.019 1.022 1.713
H -5.532 -0.434 0.424
```

Values from the calculation:
- HOMO level (eV) = -9.0333
- energy relative to the best compared isomer or geometry (same formula, charge and spin) (kJ/mol) = 177.6
- gap between HOMO and LUMO (eV) = 8.82
- SMILES = N/C(=N\OC(=O)CCCCCN1C(=O)c2ccccc2C1=O)c1ccccc1

(4)
DFT (wB97M-V/def2-TZVPD) results for a structure of composition C21H22AsCuOSSi.

The geometry in XYZ format:
```
48
Properties=species:S:1:pos:R:3
Cu 0.359 0.174 -0.229
C -3.108 -6.047 -2.589
C -1.788 -6.005 -2.147
C -1.272 -4.834 -1.630
C -2.049 -3.679 -1.505
C -3.344 -3.724 -2.017
C -3.873 -4.888 -2.539
As -1.043 -2.005 -0.934
C -2.712 -1.053 -0.535
C -3.451 -0.264 -1.394
C -4.642 0.316 -0.979
C -5.085 0.125 0.322
C -4.353 -0.658 1.196
C -3.169 -1.260 0.779
C -2.335 -2.142 1.573
C -2.602 -2.567 2.875
C -1.745 -3.440 3.514
C -0.597 -3.892 2.869
C -0.315 -3.466 1.580
C -1.175 -2.604 0.922
H -3.533 -6.970 -2.977
H -1.174 -6.901 -2.195
H -0.241 -4.779 -1.288
H -3.955 -2.830 -1.963
H -4.903 -4.901 -2.889
H -3.098 -0.100 -2.408
H -5.231 0.918 -1.666
H -6.011 0.588 0.656
H -4.707 -0.801 2.212
H -3.492 -2.216 3.386
H -1.969 -3.774 4.524
H 0.074 -4.574 3.382
H 0.603 -3.754 1.082
S 1.653 -1.502 -0.128
C 0.414 3.985 -1.614
Si -0.909 2.593 -1.734
C -2.592 3.511 -1.682
C -0.774 1.872 -3.510
O -0.762 1.552 -0.578
H 0.342 4.716 -2.416
H 1.409 3.553 -1.640
H 0.321 4.515 -0.671
H -2.655 4.253 -2.474
H -2.738 4.023 -0.736
H -3.418 2.820 -1.802
H -0.814 2.615 -4.304
H -1.576 1.160 -3.686
H 0.157 1.322 -3.611
```

Values from the calculation:
- HOMO level (eV) = 0.8122
- energy relative to the best compared isomer or geometry (same formula, charge and spin) (kJ/mol) = 77.6
- net charge = -2
- gap between HOMO and LUMO (eV) = 4.21

(5)
DFT (wB97M-V/def2-TZVPD) results for a structure of composition C21H22BCl39N2OS.

The geometry in XYZ format:
```
87
Properties=species:S:1:pos:R:3
C 6.690 1.371 -0.057
C 6.013 2.524 -0.863
B 4.988 3.401 0.002
O 5.347 4.635 0.528
C 3.520 2.791 0.180
C 3.408 1.481 0.821
C 2.220 0.848 0.994
C 1.054 1.529 0.502
N -0.165 0.964 0.601
S -1.129 2.096 -0.061
N -0.103 3.273 -0.465
C 1.121 2.833 -0.107
C 2.404 3.445 -0.254
H 7.641 1.127 -0.558
H 6.950 1.719 0.955
H 6.093 0.448 -0.041
H 5.405 2.128 -1.700
H 6.789 3.188 -1.282
H 5.888 4.567 1.324
H 4.304 0.968 1.181
H 2.159 -0.136 1.457
H 2.481 4.424 -0.732
C -1.612 4.062 3.306
Cl -2.534 5.566 3.242
Cl 0.061 4.365 3.773
Cl -2.374 2.911 4.407
H -1.598 3.630 2.316
C -2.477 -1.977 -0.343
Cl -3.326 -0.464 0.019
Cl -3.452 -2.987 -1.421
Cl -0.899 -1.667 -1.064
H -2.331 -2.509 0.586
C 6.703 -1.852 -2.672
Cl 6.183 -1.805 -4.359
Cl 8.221 -0.973 -2.467
Cl 5.443 -1.201 -1.619
H 6.872 -2.884 -2.399
C -1.916 -5.454 2.831
Cl -2.311 -4.872 1.209
Cl -1.190 -4.162 3.790
Cl -3.348 -6.097 3.632
H -1.193 -6.256 2.737
C -2.410 1.050 -3.761
Cl -1.670 -0.007 -4.974
Cl -1.180 2.003 -2.932
Cl -3.620 2.096 -4.506
H -2.907 0.426 -3.026
C -6.301 5.606 3.634
Cl -6.355 3.908 3.153
Cl -6.271 6.655 2.215
Cl -7.671 6.001 4.677
H -5.389 5.769 4.196
C 4.101 -5.046 -1.454
Cl 3.163 -3.550 -1.518
Cl 5.763 -4.736 -0.934
Cl 3.341 -6.220 -0.379
H 4.129 -5.469 -2.451
C -4.240 7.276 -1.227
Cl -2.980 8.142 -2.107
Cl -3.540 6.213 -0.008
Cl -5.367 8.408 -0.471
H -4.791 6.667 -1.933
C -1.432 -8.597 6.427
Cl -0.441 -7.698 5.273
Cl -3.141 -8.257 6.159
Cl -1.110 -10.332 6.313
H -1.171 -8.268 7.425
C 3.454 3.404 5.631
Cl 1.903 2.577 5.761
Cl 4.687 2.584 6.595
Cl 3.953 3.513 3.938
H 3.336 4.409 6.015
C -4.888 -1.352 -6.510
Cl -4.944 -3.067 -6.922
Cl -4.807 -0.364 -7.973
Cl -6.285 -0.901 -5.531
H -3.991 -1.170 -5.929
C -7.664 2.005 -8.866
Cl -8.116 2.490 -10.502
Cl -7.011 3.379 -7.968
Cl -9.049 1.311 -8.018
H -6.893 1.246 -8.936
C 2.442 -9.503 2.687
Cl 1.978 -8.929 1.081
Cl 3.119 -8.184 3.646
Cl 1.057 -10.220 3.509
H 3.204 -10.264 2.570
```

Values from the calculation:
- HOMO level (eV) = -9.1042
- gap between HOMO and LUMO (eV) = 8.49

(6)
DFT (wB97M-V/def2-TZVPD) results for a structure of composition C21H22BrN5NiOS.

The geometry in XYZ format:
```
52
Properties=species:S:1:pos:R:3
Ni 12.098 -14.282 -6.075
C 8.679 -16.084 -7.478
C 9.727 -15.107 -7.088
N 10.650 -15.395 -6.168
N 10.602 -16.607 -5.582
C 11.621 -16.685 -4.667
N 11.522 -17.723 -3.824
S 12.839 -15.449 -4.561
C 9.853 -13.768 -7.625
C 8.831 -13.098 -8.331
C 9.114 -11.846 -8.874
C 10.329 -11.207 -8.549
C 11.258 -11.904 -7.801
N 11.039 -13.156 -7.310
H 8.999 -17.082 -7.177
H 8.554 -16.050 -8.570
H 7.671 -15.833 -6.980
H 10.824 -18.406 -3.986
H 12.286 -17.973 -3.242
H 7.853 -13.570 -8.474
H 8.413 -11.362 -9.498
H 10.752 -10.352 -9.124
H 12.253 -11.478 -7.673
Br 12.667 -11.834 -3.997
C 14.039 -11.444 -5.275
C 14.673 -10.248 -5.085
C 15.725 -9.801 -5.938
C 16.110 -10.624 -6.974
C 15.537 -11.931 -7.083
C 16.044 -12.738 -8.108
C 15.416 -13.922 -8.365
C 14.326 -14.347 -7.591
C 13.763 -13.508 -6.635
C 14.421 -12.299 -6.321
H 14.399 -9.595 -4.242
H 16.214 -8.863 -5.706
H 16.989 -10.306 -7.565
H 16.943 -12.454 -8.688
H 15.813 -14.559 -9.163
H 13.880 -15.344 -7.651
C 6.798 -13.247 -1.368
N 6.292 -13.009 -2.701
C 4.948 -13.464 -3.026
C 7.160 -12.428 -3.611
O 8.252 -12.009 -3.334
H 5.974 -13.414 -0.649
H 7.440 -12.441 -1.043
H 7.397 -14.192 -1.338
H 4.378 -13.517 -2.070
H 4.914 -14.429 -3.561
H 4.456 -12.731 -3.696
H 6.832 -12.404 -4.667
```

Values from the calculation:
- HOMO level (alpha / beta) (eV) = -5.2882 / -7.5248
- energy relative to the best compared isomer or geometry (same formula, charge and spin) (kJ/mol) = 0.0
- <S²> = 2.036
- gap between HOMO and LUMO (alpha / beta) (eV) = 4.94 / 6.31
- multiplicity = 3

(7)
DFT (wB97M-V/def2-TZVPD) results for the molecule C21H22F3NO4S.

The geometry in XYZ format:
```
52
Properties=species:S:1:pos:R:3
O 2.158 2.480 -0.040
C 2.520 1.321 0.053
C 3.862 0.903 -0.472
C 4.183 1.148 -1.802
C 5.444 0.850 -2.286
C 6.407 0.319 -1.444
C 6.092 0.093 -0.112
C 7.115 -0.460 0.840
F 8.212 -0.925 0.229
F 6.625 -1.480 1.570
F 7.536 0.461 1.726
C 4.827 0.384 0.382
N 1.785 0.369 0.670
C 1.968 -1.056 0.531
C 0.899 -1.630 -0.405
C -0.508 -1.307 0.131
O -0.645 -1.978 1.357
C -1.564 -1.814 -0.862
S -3.277 -1.475 -0.286
O -4.109 -2.552 -0.739
O -3.246 -1.223 1.135
C -3.819 0.053 -1.156
C -4.932 0.615 -0.344
C -4.728 1.719 0.475
C -5.753 2.193 1.275
C -6.984 1.561 1.273
C -7.190 0.454 0.467
C -6.169 -0.019 -0.337
C -0.633 0.217 0.321
C 0.494 0.721 1.223
H 3.436 1.581 -2.451
H 5.684 1.038 -3.321
H 7.394 0.087 -1.813
H 4.603 0.216 1.425
H 2.959 -1.278 0.138
H 1.854 -1.521 1.514
H 1.017 -2.712 -0.460
H 1.015 -1.206 -1.403
H -1.547 -1.816 1.682
H -1.509 -2.897 -0.953
H -1.472 -1.357 -1.843
H -4.136 -0.282 -2.140
H -2.969 0.724 -1.219
H -3.767 2.212 0.483
H -5.586 3.053 1.906
H -7.782 1.929 1.901
H -8.147 -0.046 0.468
H -6.319 -0.892 -0.955
H -1.591 0.445 0.789
H -0.566 0.717 -0.648
H 0.454 1.807 1.318
H 0.404 0.257 2.209
```

Values from the calculation:
- HOMO level (eV) = -9.4403
- gap between HOMO and LUMO (eV) = 9.78
- SMILES = O=C(c1cccc(C(F)(F)F)c1)N1CCC(O)(CS(=O)(=O)Cc2ccccc2)CC1

(8)
DFT (wB97M-V/def2-TZVPD) results for the molecule C21H22FNO2S.

The geometry in XYZ format:
```
48
Properties=species:S:1:pos:R:3
C -2.762 -2.982 7.897
O -2.772 -1.633 7.459
C -2.490 -1.480 6.154
C -3.295 -2.097 5.132
C -2.935 -1.840 3.767
C -1.951 -1.034 3.351
C -1.609 -0.708 1.918
C -0.962 0.501 1.609
C -0.586 0.590 0.166
C -0.834 -0.372 -0.876
C -0.431 -0.039 -2.340
O 0.915 0.532 -2.430
C 1.771 0.184 -3.566
C 3.275 0.575 -3.299
C 3.334 2.127 -2.934
C 2.812 2.950 -4.207
N 3.777 2.734 -5.275
C 4.130 2.980 -6.423
S 4.412 2.986 -7.923
C 1.395 2.416 -4.712
C 1.383 0.840 -4.870
C -1.623 -1.440 -0.517
C -1.951 -1.637 0.850
C -1.168 -0.592 4.439
C -1.433 -0.747 5.764
F -0.674 0.002 6.615
H -1.873 -3.611 7.508
H -2.816 -2.982 8.986
H -3.604 -3.491 7.457
H -4.093 -2.775 5.438
H -3.577 -2.360 3.058
H -0.702 1.158 2.368
H 0.134 1.401 -0.066
H -1.221 0.689 -2.677
H -0.439 -1.051 -2.885
H 1.597 -0.884 -3.688
H 3.701 0.026 -2.532
H 3.927 0.327 -4.159
H 4.363 2.370 -2.527
H 2.640 2.283 -2.108
H 2.743 4.006 -3.964
H 0.748 2.671 -3.909
H 1.000 2.920 -5.647
H 2.167 0.585 -5.619
H 0.379 0.586 -5.175
H -1.872 -2.328 -1.097
H -2.526 -2.417 1.220
H -0.405 0.062 4.273
```

Values from the calculation:
- HOMO level (eV) = -8.5451
- energy relative to the best compared isomer or geometry (same formula, charge and spin) (kJ/mol) = 217.5
- gap between HOMO and LUMO (eV) = 9.10
- SMILES = COc1ccc(-c2ccc(CO[C@H]3CC[C@H](N=C=S)CC3)cc2)cc1F

(9)
DFT (wB97M-V/def2-TZVPD) results for the molecule C21H22N2O4.

The geometry in XYZ format:
```
49
Properties=species:S:1:pos:R:3
C -6.960 -0.294 2.340
C -6.589 0.102 0.923
O -5.186 -0.098 0.752
C -4.685 0.233 -0.443
O -5.358 0.678 -1.342
C -3.225 -0.010 -0.536
C -2.498 -0.553 0.520
C -1.140 -0.764 0.391
C -0.495 -0.439 -0.798
N 0.898 -0.658 -0.934
C 1.749 0.226 -1.596
O 1.410 1.266 -2.088
C 3.132 -0.375 -1.594
C 3.047 -1.610 -0.697
N 3.866 -1.521 0.508
C 4.284 -2.829 0.978
C 3.282 -0.747 1.605
C 3.075 0.703 1.261
C 4.164 1.486 0.891
C 3.990 2.816 0.557
C 2.727 3.384 0.596
C 1.643 2.619 0.986
C 1.818 1.287 1.319
C 1.554 -1.758 -0.407
O 1.032 -2.659 0.196
C -1.217 0.096 -1.861
C -2.573 0.312 -1.724
H -6.714 -1.338 2.513
H -8.025 -0.150 2.492
H -6.413 0.315 3.054
H -6.823 1.154 0.727
H -7.125 -0.506 0.185
H -3.002 -0.806 1.439
H -0.586 -1.198 1.208
H 3.860 0.351 -1.238
H 3.394 -0.633 -2.622
H 3.374 -2.505 -1.235
H 3.444 -3.450 1.313
H 4.975 -2.697 1.809
H 4.810 -3.346 0.176
H 2.339 -1.190 1.963
H 4.001 -0.802 2.429
H 5.146 1.037 0.862
H 4.842 3.413 0.264
H 2.590 4.420 0.328
H 0.656 3.055 1.025
H 0.965 0.700 1.632
H -0.717 0.348 -2.781
H -3.151 0.728 -2.535
```

Values from the calculation:
- HOMO level (eV) = -8.8753
- energy relative to the best compared isomer or geometry (same formula, charge and spin) (kJ/mol) = 78.5
- gap between HOMO and LUMO (eV) = 9.21
- SMILES = CCOC(=O)c1ccc(N2C(=O)C[C@@H](N(C)Cc3ccccc3)C2=O)cc1